[1]
C54H162N27O9P9 | ωB97M-V/def2-TZVPD

Each line ends with the Löwdin charge.
CARTESIAN COORDINATES (ANGSTROEM)
C -1.301 -2.110 0.251  -0.128
N -0.420 -0.931 0.070  -0.267
C 0.083 -0.869 -1.362  -0.085
P -0.275 0.375 1.150  0.593
O 0.589 1.483 0.722  -0.284
N -1.941 0.893 1.201  -0.279
C -2.496 1.947 0.348  -0.122
C -2.994 0.023 1.786  -0.121
N 0.032 -0.293 2.695  -0.274
C 0.932 -1.417 2.930  -0.105
C -0.374 0.478 3.948  -0.072
H -0.710 -3.013 0.098  0.066
H -2.108 -2.071 -0.480  0.075
H -1.666 -2.205 1.274  0.054
H -0.722 -0.587 -2.041  0.067
H 0.539 -1.817 -1.647  0.060
H 0.804 -0.058 -1.468  0.033
H -1.764 2.582 -0.151  0.066
H -3.036 1.547 -0.510  0.066
H -3.225 2.547 0.893  0.076
H -3.187 -0.738 1.030  0.047
H -2.619 -0.438 2.699  0.048
H -4.007 0.396 1.937  0.083
H 0.444 -2.087 3.638  0.063
H 1.088 -2.000 2.022  0.056
H 1.869 -1.086 3.378  0.072
H 0.122 0.136 4.856  0.073
H -1.428 0.433 4.219  0.062
H -0.023 1.498 3.791  0.069
C -7.479 3.185 -3.540  -0.101
N -6.070 3.630 -3.563  -0.310
C -5.393 3.709 -2.279  -0.112
P -5.420 4.415 -4.906  0.642
O -4.156 5.203 -4.614  -0.313
N -5.134 3.126 -6.048  -0.303
C -4.707 3.390 -7.445  -0.095
C -4.648 1.796 -5.606  -0.111
N -6.771 5.327 -5.518  -0.299
C -7.926 4.686 -6.179  -0.142
C -7.102 6.662 -5.025  -0.119
H -7.724 2.619 -2.641  0.079
H -7.736 2.632 -4.443  0.071
H -8.156 4.036 -3.470  0.066
H -4.424 3.212 -2.340  0.074
H -5.945 3.149 -1.525  0.078
H -5.317 4.760 -2.002  0.075
H -3.715 3.829 -7.333  0.064
H -4.616 2.456 -7.998  0.074
H -5.448 4.038 -7.911  0.073
H -5.087 1.411 -4.686  0.067
H -4.831 1.066 -6.394  0.075
H -3.594 1.844 -5.334  0.065
H -8.797 4.576 -5.532  0.066
H -8.227 5.316 -7.016  0.079
H -7.709 3.667 -6.499  0.067
H -7.427 7.295 -5.851  0.079
H -6.235 7.257 -4.739  0.073
H -7.828 6.653 -4.212  0.081
C -2.800 9.054 -3.482  -0.079
N -1.448 9.014 -2.823  -0.319
C -0.649 10.171 -3.150  -0.147
P -1.193 8.374 -1.201  0.662
O -1.688 9.297 -0.088  -0.326
N -2.087 6.941 -1.184  -0.297
C -2.536 6.382 0.015  -0.162
C -2.104 5.965 -2.290  -0.107
N 0.434 7.845 -1.139  -0.333
C 1.016 7.173 -2.226  -0.145
C 1.147 7.856 0.132  -0.082
H -3.185 8.045 -3.341  0.045
H -2.647 9.111 -4.560  0.086
H -3.446 9.765 -2.967  0.086
H -0.836 10.562 -4.150  0.080
H 0.417 9.962 -3.059  0.069
H -0.966 10.924 -2.428  0.078
H -2.645 7.151 0.780  0.079
H -3.567 6.030 0.050  0.075
H -1.939 5.521 0.316  0.080
H -1.994 6.480 -3.244  0.062
H -1.269 5.269 -2.210  0.066
H -3.012 5.365 -2.344  0.051
H 0.700 7.757 -3.090  0.063
H 2.100 7.121 -2.129  0.091
H 0.489 6.245 -2.447  0.051
H 2.125 7.420 -0.072  0.080
H 0.541 7.200 0.757  0.073
H 1.061 8.852 0.565  0.080
C 3.061 0.944 -5.808  -0.112
N 1.798 0.581 -5.096  -0.279
C 1.759 -0.895 -4.964  -0.106
P 0.511 1.597 -4.729  0.660
O -0.687 0.866 -4.111  -0.335
N 1.145 2.824 -3.655  -0.298
C 1.192 2.460 -2.227  -0.116
C 2.107 3.874 -3.951  -0.116
N 0.103 2.475 -6.189  -0.303
C -0.760 3.651 -6.153  -0.117
C 0.065 1.835 -7.501  -0.123
H 3.911 1.009 -5.129  0.074
H 3.021 1.864 -6.391  0.074
H 3.337 0.197 -6.552  0.076
H 1.245 -1.394 -5.785  0.081
H 1.277 -1.223 -4.042  0.056
H 2.754 -1.334 -4.899  0.066
H 1.277 3.316 -1.557  0.087
H 0.308 1.866 -1.995  0.045
H 2.023 1.771 -2.080  0.054
H 2.236 4.569 -3.121  0.064
H 3.034 3.300 -3.956  0.067
H 1.940 4.340 -4.922  0.075
H -1.157 4.033 -7.093  0.078
H -1.655 3.295 -5.643  0.062
H -0.343 4.512 -5.630  0.071
H 0.856 1.089 -7.566  0.065
H 0.347 2.581 -8.245  0.079
H -0.926 1.489 -7.795  0.079
C -2.001 -7.622 1.148  -0.134
N -2.729 -7.623 2.396  -0.292
C -4.172 -7.960 2.233  -0.110
P -2.362 -6.426 3.623  0.618
O -2.938 -6.865 4.939  -0.316
N -0.648 -6.200 3.694  -0.304
C 0.145 -7.284 4.277  -0.111
C 0.022 -5.209 2.847  -0.112
N -2.862 -4.910 2.975  -0.313
C -3.034 -3.805 3.936  -0.100
C -3.345 -4.670 1.602  -0.094
H -0.970 -7.327 1.346  0.071
H -2.557 -7.080 0.383  0.046
H -1.969 -8.664 0.831  0.083
H -4.366 -8.977 2.572  0.077
H -4.572 -7.804 1.231  0.075
H -4.726 -7.339 2.936  0.065
H -0.412 -7.975 4.910  0.082
H 0.619 -7.846 3.472  0.071
H 0.975 -6.884 4.859  0.070
H -0.578 -4.931 1.980  0.058
H 0.291 -4.393 3.517  0.067
H 0.898 -5.697 2.419  0.065
H -2.098 -3.777 4.494  0.071
H -3.206 -2.860 3.420  0.059
H -3.863 -3.957 4.627  0.077
H -4.280 -5.219 1.495  0.071
H -2.551 -5.045 0.957  0.054
H -3.587 -3.607 1.587  0.066
C 2.933 1.941 6.625  -0.136
N 3.220 3.088 5.801  -0.288
C 2.228 4.238 5.633  -0.072
P 4.762 3.011 4.977  0.590
O 5.585 1.973 5.562  -0.256
N 4.358 2.915 3.259  -0.282
C 3.719 4.014 2.568  -0.147
C 3.695 1.645 2.891  -0.116
N 5.478 4.526 5.053  -0.332
C 6.725 4.703 4.307  -0.116
C 5.508 5.240 6.307  -0.117
H 1.855 1.862 6.770  0.078
H 3.490 1.999 7.560  0.081
H 3.220 1.039 6.085  0.055
H 1.828 4.352 6.640  0.080
H 1.556 4.046 4.796  0.065
H 2.732 5.189 5.461  0.054
H 3.955 3.994 1.504  0.081
H 2.635 3.899 2.579  0.066
H 3.871 4.958 3.092  0.070
H 2.709 1.596 3.354  0.067
H 3.484 1.566 1.825  0.068
H 4.284 0.798 3.243  0.046
H 6.825 5.743 3.998  0.077
H 7.576 4.456 4.942  0.086
H 6.681 4.211 3.335  0.076
H 6.020 4.626 7.049  0.089
H 4.483 5.507 6.564  0.062
H 6.024 6.196 6.216  0.084
C 3.923 -2.101 -2.094  -0.123
N 4.218 -1.412 -0.836  -0.271
C 3.840 0.002 -0.941  -0.102
P 4.607 -2.110 0.647  0.633
O 4.447 -1.235 1.850  -0.281
N 3.705 -3.556 0.615  -0.269
C 4.189 -4.750 1.348  -0.080
C 2.359 -3.671 0.053  -0.129
N 6.261 -2.647 0.460  -0.309
C 6.834 -3.308 -0.694  -0.109
C 7.159 -2.217 1.515  -0.121
H 4.623 -2.932 -2.179  0.064
H 4.193 -1.524 -2.978  0.073
H 2.892 -2.434 -2.218  0.055
H 4.455 0.681 -0.350  0.082
H 2.824 0.089 -0.556  0.055
H 3.777 0.371 -1.964  0.066
H 4.440 -4.478 2.374  0.067
H 3.357 -5.450 1.427  0.070
H 5.061 -5.210 0.884  0.067
H 2.347 -4.116 -0.942  0.078
H 1.696 -4.309 0.637  0.057
H 1.762 -2.759 0.015  0.050
H 7.893 -3.562 -0.655  0.089
H 6.294 -4.247 -0.811  0.065
H 6.602 -2.678 -1.553  0.064
H 6.686 -1.809 2.408  0.041
H 7.724 -1.407 1.053  0.083
H 7.825 -3.061 1.696  0.078
C -4.360 -7.392 -4.015  -0.128
N -5.130 -6.236 -3.677  -0.321
C -6.239 -5.896 -4.591  -0.104
P -4.602 -5.167 -2.477  0.595
O -3.709 -5.879 -1.503  -0.307
N -3.783 -3.866 -3.241  -0.306
C -2.363 -3.900 -3.203  -0.140
C -4.440 -2.949 -4.262  -0.069
N -6.089 -4.601 -1.846  -0.303
C -6.134 -3.221 -1.214  -0.083
C -7.232 -5.423 -1.448  -0.121
H -4.880 -8.277 -3.649  0.084
H -3.388 -7.340 -3.524  0.072
H -4.190 -7.482 -5.088  0.082
H -6.663 -6.819 -4.985  0.083
H -5.845 -5.346 -5.445  0.068
H -7.008 -5.271 -4.135  0.066
H -1.949 -4.850 -3.539  0.080
H -1.980 -3.183 -3.930  0.083
H -2.005 -3.585 -2.223  0.060
H -5.517 -2.957 -4.093  0.064
H -4.057 -1.936 -4.137  0.078
H -4.219 -3.376 -5.240  0.075
H -6.078 -3.398 -0.140  0.071
H -5.285 -2.604 -1.507  0.060
H -7.061 -2.744 -1.534  0.077
H -7.056 -6.357 -1.981  0.070
H -8.203 -5.019 -1.737  0.083
H -7.273 -5.714 -0.399  0.080
C 5.223 -1.376 4.877  -0.133
N 5.787 -1.873 6.131  -0.281
C 6.863 -1.140 6.700  -0.134
P 5.451 -3.431 6.829  0.582
O 6.048 -3.562 8.146  -0.274
N 3.777 -3.655 6.864  -0.299
C 2.868 -3.556 5.770  -0.133
C 3.190 -3.984 8.169  -0.112
N 6.065 -4.559 5.648  -0.299
C 7.086 -4.338 4.589  -0.105
C 5.944 -6.001 6.024  -0.107
H 4.618 -2.090 4.318  0.050
H 5.941 -1.009 4.144  0.063
H 4.642 -0.458 4.959  0.043
H 7.812 -1.567 6.372  0.079
H 6.856 -1.046 7.785  0.079
H 6.728 -0.131 6.312  0.063
H 2.093 -4.302 5.946  0.075
H 2.449 -2.554 5.672  0.075
H 3.386 -3.786 4.839  0.060
H 2.112 -4.147 8.183  0.077
H 3.516 -4.966 8.510  0.074
H 3.451 -3.261 8.942  0.077
H 6.881 -3.431 4.019  0.041
H 8.042 -4.374 5.111  0.085
H 7.024 -5.085 3.797  0.071
H 6.387 -5.975 7.020  0.072
H 6.634 -6.616 5.448  0.069
H 4.929 -6.376 5.890  0.071

Summary:
HOMO	-0.28476	Eh
ΔE to the lowest compared entry with this formula, charge and spin	158.91	kcal per mole
LUMO level	0.0041	Ha
calculated total energy	-200891.9569	eV
gap between HOMO and LUMO	7.861	eV

---

[2]
C54H34FeN10O2S | ωB97M-V/def2-TZVPD

Each line ends with the Löwdin spin population.
CARTESIAN COORDINATES (ANGSTROEM)
Fe -0.595 0.641 0.293  1.957
C -6.506 2.225 -2.165  0.020
C -6.978 1.234 -1.272  0.026
C -6.099 0.501 -0.498  0.005
C -4.730 0.760 -0.624  0.050
C -3.575 0.257 0.063  0.075
N -2.453 0.902 -0.393  -0.019
C -2.844 1.832 -1.298  0.104
N -2.087 2.773 -1.925  0.048
C -0.878 3.022 -1.568  0.030
C -0.063 4.065 -2.222  -0.001
C -0.298 4.895 -3.300  0.003
C 0.744 5.706 -3.736  0.000
C 1.987 5.681 -3.100  0.002
C 2.205 4.857 -2.000  0.001
C 1.158 4.065 -1.571  0.001
C 1.055 3.066 -0.487  0.024
N 1.978 2.943 0.412  0.057
C 1.833 2.084 1.450  0.114
N 0.969 1.037 1.574  -0.013
C 1.089 0.556 2.857  0.084
N 0.386 -0.425 3.444  0.064
C -0.762 -0.823 2.955  -0.026
N -1.452 -0.307 1.893  0.079
C -2.680 -0.922 1.842  -0.027
N -3.672 -0.664 1.036  0.061
C -2.782 -1.904 2.920  -0.022
C -3.755 -2.837 3.255  -0.003
C -3.491 -3.713 4.298  -0.010
C -2.273 -3.662 4.993  -0.010
C -1.302 -2.729 4.654  -0.003
C -1.572 -1.853 3.610  -0.021
C 2.105 1.282 3.558  0.058
C 2.534 1.270 4.890  0.007
C 3.462 2.211 5.289  0.031
C 3.965 3.169 4.377  0.024
C 3.528 3.199 3.068  0.013
C 2.585 2.249 2.660  0.054
N -0.168 2.463 -0.531  0.067
C -4.263 1.761 -1.492  0.047
C -5.158 2.498 -2.275  0.010
H -7.220 2.779 -2.765  0.001
H -8.044 1.059 -1.191  0.001
H -6.450 -0.254 0.199  0.000
H -1.260 4.889 -3.800  0.000
H 0.598 6.351 -4.595  0.000
H 2.793 6.300 -3.479  0.000
H 3.167 4.807 -1.501  0.000
H -4.684 -2.889 2.697  0.000
H -4.228 -4.461 4.574  -0.001
H -2.089 -4.364 5.799  0.000
H -0.349 -2.682 5.171  0.000
H 2.131 0.543 5.588  0.000
H 3.799 2.233 6.319  0.002
H 4.688 3.901 4.722  0.001
H 3.895 3.941 2.366  0.000
H -4.790 3.265 -2.950  0.000
O 2.344 0.907 -1.832  0.001
S 1.300 0.378 -3.080  0.003
O 0.966 1.645 -3.729  0.001
N 0.163 -0.152 -2.057  0.016
C -0.588 -1.156 -2.680  0.001
C -0.906 -1.204 -4.045  0.001
C -1.553 -2.311 -4.631  0.000
C -1.895 -3.408 -3.897  0.001
C -1.623 -3.409 -2.509  0.000
C -1.895 -4.527 -1.689  0.001
C -1.551 -4.495 -0.371  0.001
C -0.964 -3.323 0.142  0.006
N -0.736 -2.251 -0.571  0.025
C -1.027 -2.280 -1.889  0.003
C 3.601 0.405 -1.637  0.001
C 4.286 0.969 -0.558  0.003
C 5.576 0.567 -0.259  0.001
C 6.211 -0.416 -1.013  0.000
C 5.523 -0.992 -2.072  0.001
C 4.229 -0.593 -2.393  0.001
H -0.689 -0.340 -4.659  0.000
H -1.779 -2.283 -5.692  0.000
H -2.368 -4.272 -4.353  0.000
H -2.343 -5.410 -2.135  0.000
H -1.710 -5.345 0.283  0.000
H -0.656 -3.294 1.180  0.001
H 3.772 1.724 0.029  0.001
H 6.089 1.023 0.579  0.000
H 7.221 -0.727 -0.778  0.000
H 5.988 -1.780 -2.656  0.000
H 3.713 -1.056 -3.221  0.000
C 2.031 -2.004 0.625  0.504
C 2.032 -3.308 0.110  0.051
C 2.033 -3.550 -1.289  0.112
C 2.030 -4.835 -1.792  -0.007
C 2.034 -5.938 -0.933  0.139
C 2.032 -5.725 0.448  -0.008
C 2.026 -4.443 0.961  0.110
H 1.991 -1.134 -0.020  0.024
H 2.031 -1.829 1.699  0.028
H 2.015 -2.696 -1.958  0.004
H 2.020 -4.990 -2.867  -0.004
H 2.029 -6.946 -1.333  0.010
H 2.036 -6.574 1.122  -0.004
H 2.001 -4.282 2.034  0.004

Summary:
⟨S²⟩	6.172
HOMO (spin up / spin down)	-0.01958 / -0.03564	Eh
ΔE to the lowest compared entry with this formula, charge and spin	0.00	kcal per mole
charge	-2
LUMO level (spin up / spin down)	0.1579 / 0.1392	Ha
2S+1	5
calculated total energy	-120772.6646	eV
gap between HOMO and LUMO (spin up / spin down)	4.829 / 4.758	eV

---

[3]
C54H36Cl4N6O2SnTe | ωB97M-V/def2-TZVPD

Each line ends with the Löwdin charge.
CARTESIAN COORDINATES (ANGSTROEM)
Sn 0.629 -0.618 0.104  1.218
Cl -0.077 0.992 8.964  0.649
C -0.049 0.220 7.389  -0.648
C -1.178 0.280 6.552  -0.078
C -1.078 -0.168 5.219  -0.011
C 0.117 -0.738 4.747  -0.155
C 1.244 -0.769 5.591  -0.008
C 1.102 -0.403 6.920  -0.093
C 0.215 -1.345 3.439  -0.048
C -0.933 -1.656 2.647  -0.229
C -2.264 -1.975 3.082  -0.020
C -3.007 -2.318 1.989  -0.025
C -2.180 -2.091 0.841  -0.198
C -2.604 -2.168 -0.551  -0.060
C -3.944 -2.639 -0.844  -0.182
C -5.027 -2.148 -0.083  -0.035
C -6.337 -2.512 -0.346  -0.075
C -6.632 -3.321 -1.488  -0.687
Cl -8.253 -3.582 -1.957  0.686
C -5.558 -3.854 -2.236  -0.087
C -4.213 -3.527 -1.923  -0.016
C -1.819 -1.757 -1.627  -0.215
N -0.422 -1.487 -1.570  -0.040
C -0.111 -0.906 -2.814  -0.220
C 1.166 -0.351 -3.215  -0.064
C 1.276 0.377 -4.473  -0.166
C 1.977 1.604 -4.547  -0.051
C 2.179 2.296 -5.727  -0.070
C 1.485 1.809 -6.872  -0.643
Cl 1.453 2.630 -8.422  0.637
C 0.655 0.689 -6.800  -0.110
C 0.661 -0.109 -5.651  -0.030
C 2.282 -0.325 -2.343  -0.214
C 3.624 0.151 -2.644  -0.010
C 4.442 -0.194 -1.640  -0.017
C 3.650 -0.879 -0.646  -0.226
N 2.334 -0.960 -1.100  -0.065
C 4.119 -1.575 0.480  -0.037
C 3.206 -2.006 1.512  -0.182
C 3.537 -2.732 2.731  -0.023
C 2.488 -2.587 3.602  -0.036
C 1.478 -1.808 2.938  -0.208
N 1.899 -1.514 1.630  -0.032
C 5.591 -1.763 0.582  -0.139
C 6.344 -2.093 -0.597  -0.040
C 7.658 -2.487 -0.503  -0.096
C 8.251 -2.628 0.773  -0.640
Cl 9.954 -3.045 0.918  0.639
C 7.538 -2.310 1.925  -0.100
C 6.235 -1.831 1.839  -0.026
C -1.304 -0.792 -3.624  -0.018
C -2.313 -1.399 -2.934  0.004
N -0.888 -1.753 1.248  -0.040
H -2.088 0.669 7.018  0.106
H -1.962 -0.028 4.598  0.103
H 2.219 -0.947 5.166  0.103
H 1.925 -0.496 7.627  0.107
H -2.594 -2.119 4.139  0.130
H -3.900 -2.896 1.996  0.105
H -4.797 -1.420 0.684  0.104
H -7.157 -2.172 0.247  0.095
H -5.801 -4.565 -3.063  0.115
H -3.431 -4.033 -2.445  0.112
H 2.404 1.996 -3.628  0.109
H 2.782 3.232 -5.786  0.123
H 0.134 0.366 -7.723  0.111
H 0.176 -1.046 -5.685  0.102
H 3.957 0.651 -3.524  0.100
H 5.506 -0.034 -1.574  0.112
H 4.367 -3.411 2.931  0.116
H 2.482 -2.988 4.634  0.126
H 5.835 -2.142 -1.581  0.126
H 8.252 -2.719 -1.419  0.121
H 8.097 -2.400 2.862  0.109
H 5.709 -1.468 2.696  0.107
H -1.427 -0.275 -4.549  0.100
H -3.320 -1.478 -3.290  0.112
C 0.177 4.726 -1.426  0.012
C -0.004 3.714 -0.331  -0.292
N -0.706 2.603 -0.500  -0.250
O -0.975 2.217 -1.844  -0.066
C 0.601 3.826 0.967  -0.353
C 1.674 4.848 1.231  -0.035
N 0.227 3.041 1.924  -0.272
O 0.810 2.831 3.001  -0.088
H -0.826 5.122 -1.693  0.105
H 0.593 4.263 -2.328  0.084
H 0.850 5.544 -1.105  0.083
H -1.285 1.308 -1.751  0.060
H 2.526 4.688 0.567  0.082
H 1.987 4.703 2.260  0.070
H 1.323 5.852 1.032  0.070
Te -2.153 2.144 1.267  1.393
C -4.042 2.508 0.336  -0.557
C -4.161 3.288 -0.829  -0.141
C -5.445 3.663 -1.250  -0.102
C -6.590 3.250 -0.601  -0.097
C -6.465 2.463 0.560  -0.102
C -5.222 2.109 1.074  -0.156
H -3.276 3.578 -1.371  0.076
H -5.526 4.344 -2.104  0.106
H -7.559 3.520 -0.988  0.097
H -7.359 2.172 1.116  0.103
H -5.139 1.471 1.971  0.094

Summary:
HOMO (spin up / spin down)	-0.23534 / -0.23553	Eh
ΔE to the lowest compared entry with this formula, charge and spin	64.48	kcal per mole
LUMO level (spin up / spin down)	-0.0667 / -0.0605	Ha
calculated total energy	-132825.1268	eV
gap between HOMO and LUMO (spin up / spin down)	4.589 / 4.762	eV